Record 1
Computed, not measured: a structure of composition C53H61AgN2O3SSb, with ωB97M-V/def2-TZVPD.

## Properties
Frontier orbital gap: 6.82 eV
Net charge: -1
Calculated total energy: -3176.83317 hartree

The geometry in XYZ format:
```
122
Properties=species:S:1:pos:R:3:forces:R:3:mulliken_charge:R:1
C 4.668 -0.827 0.271 0.089 -0.116 0.132 0.823
H 2.348 -6.601 -3.647 0.003 -0.006 0.004 0.400
C -0.638 5.747 -0.277 0.055 -0.075 0.004 -0.890
C -0.176 -5.453 2.693 0.013 0.030 -0.041 -0.743
C -4.684 -2.272 -0.414 0.009 -0.030 0.013 -0.854
H -1.095 -6.942 1.449 -0.011 0.002 0.001 0.415
C -3.501 0.196 -4.509 -0.005 0.033 0.046 -0.702
H -4.936 0.128 0.422 0.010 0.014 0.005 0.313
H -3.267 0.174 1.018 -0.037 -0.019 0.041 -0.084
H -5.640 5.390 -1.400 0.014 0.002 0.001 0.369
Ag -0.428 -0.022 -0.124 -0.101 -0.159 -0.709 1.059
C 1.113 4.432 -1.268 -0.021 0.138 0.076 -0.689
H 0.774 -3.786 3.655 0.009 -0.008 -0.004 0.466
C -0.818 -3.157 -1.892 -0.120 0.073 0.028 -2.107
H 4.999 0.678 -2.232 0.009 -0.013 -0.002 0.266
C -1.303 4.371 -0.289 -0.132 0.008 -0.111 0.253
C -3.885 0.047 0.128 -0.002 0.016 -0.108 -1.231
C 2.506 -5.706 -3.055 -0.012 0.061 0.039 -0.881
C -4.568 4.042 1.508 0.005 0.003 -0.056 -0.669
H 5.366 -2.637 1.270 -0.008 0.013 0.007 0.410
C -0.621 -5.969 1.482 0.025 0.040 -0.004 -0.933
H -2.037 0.752 -3.008 0.009 -0.004 0.013 0.355
H 4.218 1.871 -3.265 0.007 -0.018 -0.003 0.458
H 4.631 -5.673 -3.375 0.005 -0.005 0.005 0.376
H -5.193 -4.319 -0.828 0.009 -0.001 0.012 0.388
H 2.367 0.349 -3.771 0.001 -0.003 0.002 0.483
N -2.427 -1.644 -0.845 0.026 0.021 -0.002 1.251
H -6.838 0.093 -3.960 0.004 -0.004 0.005 0.392
C 0.952 -0.134 4.580 0.146 -0.009 0.065 -0.163
H 1.705 1.820 2.659 -0.005 0.021 -0.018 0.163
H 2.086 3.949 -1.213 0.001 -0.023 -0.036 -0.006
H 1.143 5.101 0.767 0.005 0.005 -0.010 0.072
H -2.766 0.013 -5.284 -0.002 0.000 -0.003 0.427
C 1.391 0.363 5.797 -0.046 -0.028 -0.051 -0.602
H -3.627 2.134 1.702 -0.013 0.002 -0.007 0.469
H 5.369 2.271 2.009 0.016 -0.050 0.011 0.360
H 4.949 -3.625 -1.999 -0.004 0.002 -0.005 0.417
C 3.957 -4.043 -2.138 -0.032 -0.030 -0.014 -0.796
H -0.911 -4.109 -2.415 0.026 0.017 -0.038 0.672
H -0.298 -6.021 3.608 -0.011 0.009 0.002 0.373
C 5.999 -0.111 0.481 -0.017 -0.061 -0.021 -1.711
O 0.392 2.369 0.189 -0.143 0.336 -0.346 -1.489
H -5.495 5.923 1.017 0.005 0.001 -0.001 0.373
C 3.784 -5.189 -2.904 -0.044 0.034 0.025 -0.676
C -4.739 3.454 -1.189 0.037 0.057 -0.038 -0.377
C -4.176 2.511 -0.335 -0.064 -0.026 0.038 -0.730
C -5.209 4.675 -0.709 0.004 -0.038 0.019 -0.674
C -4.850 0.011 -4.775 0.003 0.008 0.045 -0.521
H 2.423 0.227 6.090 0.001 0.002 0.002 0.410
H -0.811 -5.663 -0.621 0.040 -0.009 0.015 0.280
H 4.664 2.296 -1.613 0.010 0.033 0.042 0.300
H 6.831 -0.804 0.299 -0.010 0.007 0.016 0.396
N -1.157 -0.865 1.907 -0.227 -0.137 0.748 -0.356
H -6.090 0.810 -1.727 0.012 0.014 -0.008 0.394
C -3.083 0.609 -3.248 -0.024 -0.013 -0.083 -0.312
H -2.883 -4.880 -1.571 -0.019 0.011 -0.031 0.397
H -2.284 0.874 4.713 0.001 -0.012 0.015 0.496
C 2.900 1.007 -1.782 0.022 -0.073 -0.072 1.774
C 0.589 -3.479 1.539 0.018 -0.073 0.075 -0.290
H -2.235 4.323 -0.852 0.043 0.008 0.074 -0.140
H -4.484 4.265 2.565 -0.016 -0.002 0.005 0.404
C 3.321 2.235 1.259 0.123 0.008 0.138 2.444
H -1.490 3.973 0.708 0.005 -0.011 -0.020 0.186
H 6.097 0.236 1.511 -0.014 0.032 0.020 0.309
H 2.760 3.141 3.164 0.039 -0.002 0.010 0.419
C -1.259 0.732 5.031 -0.043 0.109 0.103 -0.458
H 3.605 -2.532 1.153 -0.002 0.018 -0.006 0.062
H -0.875 6.280 -1.202 -0.011 0.029 0.002 0.336
C -3.486 1.224 -0.836 -0.145 -0.181 -0.061 2.764
H 2.202 1.846 -1.783 0.013 0.031 0.003 -0.820
C -0.813 1.226 6.247 -0.016 -0.021 -0.062 -0.578
H 2.981 -0.951 -2.744 0.036 0.009 -0.014 0.259
H -1.497 1.759 6.894 0.004 -0.003 0.004 0.397
C -0.372 0.053 4.204 -0.135 -0.319 -0.354 0.215
Sb 2.797 0.321 0.287 -0.083 0.167 0.060 -1.201
C 2.862 -3.426 -1.552 0.073 0.026 -0.019 0.632
C -4.413 -3.566 -0.825 0.046 0.017 -0.018 -1.087
C 0.429 -3.153 -0.956 0.042 -0.102 0.055 1.956
H 4.472 -1.531 2.317 0.008 0.008 0.001 0.339
C -4.003 0.839 -2.236 -0.003 0.005 -0.006 -0.709
H 4.679 -1.277 -0.728 -0.041 0.017 -0.026 0.120
C 4.272 1.493 -2.236 -0.063 0.014 0.006 -1.518
H 2.682 2.914 0.693 -0.023 -0.004 -0.070 -1.331
H 2.965 -2.524 -0.967 -0.007 0.001 -0.012 -0.202
H 5.236 2.830 0.349 0.014 -0.004 -0.055 0.304
C -0.827 -0.479 2.939 0.121 0.286 0.193 -0.006
H 1.355 -0.366 -2.490 0.021 -0.018 0.031 -0.036
C -2.165 -2.875 -1.277 0.090 -0.005 -0.146 -0.099
H -0.602 -2.388 -2.639 -0.037 -0.011 -0.004 0.478
H 3.317 1.470 3.300 -0.015 0.001 -0.012 0.359
C -5.128 4.976 0.642 0.010 -0.034 -0.010 -0.607
C -5.356 0.643 -2.509 -0.021 -0.036 0.007 0.285
C 0.509 1.038 6.630 0.003 0.008 0.006 -0.477
C 1.574 -3.922 -1.698 -0.042 0.005 0.041 -0.389
C 0.429 -4.203 2.715 -0.031 0.016 -0.059 -0.934
C 2.741 2.160 2.673 -0.011 0.063 -0.057 -1.616
C 1.417 -5.083 -2.453 0.008 -0.076 -0.010 -0.269
S -0.156 3.148 -0.997 0.302 -0.349 0.246 0.760
O 0.841 -1.899 -0.641 -0.037 0.068 -0.065 1.573
H -5.177 -0.311 -5.757 0.001 -0.002 0.000 0.367
H 0.854 1.421 7.582 0.001 0.012 -0.004 0.380
H 4.691 3.856 1.671 -0.003 -0.022 0.015 0.368
H -1.003 6.354 0.552 -0.002 -0.005 0.019 0.366
H 0.962 4.820 -2.280 0.000 0.030 0.009 0.558
C -5.781 0.236 -3.767 0.046 0.019 0.015 -1.032
C 0.152 -3.987 0.321 0.078 -0.017 0.000 0.136
C 4.514 -1.947 1.304 0.057 -0.041 -0.040 -1.260
H 1.050 -2.499 1.523 -0.003 0.004 -0.016 0.560
C -3.134 -3.878 -1.247 -0.097 -0.006 0.015 -0.571
H 0.441 -5.535 -2.584 0.008 0.027 -0.003 0.182
C 0.869 5.499 -0.214 -0.040 0.020 0.046 -0.520
C 2.365 -0.049 -2.749 -0.038 0.065 0.023 -1.302
H -4.792 3.247 -2.251 -0.024 -0.015 0.020 0.351
H 1.452 6.406 -0.386 0.015 0.004 -0.023 0.533
O -2.152 1.464 -0.823 0.338 0.055 0.143 0.687
H 1.627 -0.649 3.908 -0.003 -0.010 0.002 0.633
H -5.678 -1.978 -0.103 0.008 -0.008 0.022 0.441
C -0.455 -5.241 0.312 -0.046 -0.019 0.027 -0.150
H 6.135 0.747 -0.174 -0.005 0.024 -0.026 0.336
C -4.099 2.832 1.021 -0.005 0.054 0.053 -0.471
C -3.650 -1.341 -0.403 0.053 0.075 0.064 0.139
C 4.732 2.819 1.313 -0.086 0.018 -0.008 -1.617
```
Forces are in eV/Å.

Record 2
Computed, not measured: a cluster of 7 separate species, C53H64BF6I2NO5 in total in a non-equilibrium geometry, with ωB97M-V/def2-TZVPD.

## Properties
Frontier orbital gap: 8.50 eV
Net charge: 0
SMILES string: COB(O)[C@@H](NCCCCCCCCOC(C)=O)[C@@H](OC)[C@@H](I)[C@H](C)I.Fc1ccccc1.Fc1ccccc1.Fc1ccccc1.Fc1ccccc1.Fc1ccccc1.Fc1ccccc1
Calculated total energy: -3708.40500 hartree

The geometry in XYZ format:
```
132
Properties=species:S:1:pos:R:3:forces:R:3:mulliken_charge:R:1
F -2.918 -4.353 -10.649 0.000 0.001 -0.001 -0.309
C -0.779 -1.173 -6.565 -0.058 -0.166 0.054 -0.235
H -3.489 -1.643 -4.438 0.021 -0.004 -0.090 0.067
H -3.955 -0.086 -9.737 -0.008 0.005 0.039 0.364
C -2.301 -2.632 -12.130 0.039 -0.046 -0.052 -0.523
H 2.745 1.741 7.005 0.004 -0.024 0.014 0.319
B -2.271 -1.962 1.911 -0.099 -0.275 0.168 1.227
C 4.966 3.968 8.263 0.064 0.033 -0.019 -0.693
H 2.286 4.494 10.267 -0.008 0.009 0.013 0.384
C -3.496 -0.797 -10.408 0.046 -0.042 -0.118 -0.374
H 6.196 1.865 0.352 -0.020 0.005 -0.005 0.453
H 2.131 -0.385 3.112 -0.085 -0.079 0.009 0.389
C -4.012 1.746 4.433 -0.058 -0.019 -0.065 -0.246
H 4.595 5.291 9.901 0.020 0.017 0.019 0.367
H 5.697 -1.418 6.033 0.049 -0.035 0.064 0.363
H -2.412 -0.717 -3.416 0.068 0.144 0.098 0.431
F -2.520 0.101 -7.488 -0.041 0.034 0.035 -0.324
H -1.957 -2.217 4.545 0.158 -0.024 -0.022 0.236
H 3.020 -0.718 5.275 0.056 0.130 0.337 0.238
C 3.129 2.520 7.648 -0.005 -0.086 -0.009 -0.170
C 0.905 1.023 -6.831 -0.001 -0.052 0.021 -0.323
H 9.014 -0.067 3.980 -0.054 -0.078 0.173 0.311
O -1.023 -2.557 1.811 -0.163 0.591 -0.239 -0.662
C -3.051 3.749 6.104 -0.032 -0.024 -0.056 -0.347
C 4.185 4.514 9.271 -0.037 -0.018 0.002 -0.308
C 0.207 1.405 2.150 -0.078 -0.032 -0.042 -0.819
H -3.801 0.060 -4.235 0.140 0.204 0.212 0.447
C -4.432 3.057 4.265 -0.002 -0.006 0.006 -0.489
C -3.454 -0.830 -3.716 -0.051 -0.216 -0.444 -1.154
C 5.972 -1.040 5.050 0.126 0.112 0.272 -0.781
H -5.790 -3.790 -4.569 0.046 0.004 -0.052 0.311
F 5.171 2.440 6.487 0.022 0.043 0.010 -0.146
H -5.135 3.294 3.478 -0.011 -0.001 -0.033 0.402
C -4.070 -0.553 -1.188 0.070 0.152 -0.178 -0.717
C 8.181 -0.188 3.291 -0.016 -0.145 -0.657 -0.632
C -4.321 -1.218 -2.542 -0.052 -0.002 0.151 -0.605
F -3.406 -3.686 -5.613 0.011 0.018 0.052 -0.257
H -1.455 -2.012 -6.465 -0.025 0.012 -0.022 0.503
C -4.649 -2.970 0.212 0.009 -0.030 0.070 -0.683
C 0.547 -1.258 -6.167 0.026 0.071 -0.002 -0.479
H 0.921 -2.184 -5.752 0.002 -0.026 0.014 0.391
H -3.447 -0.196 1.360 -0.040 0.259 -0.005 0.220
C -6.739 -4.988 -6.094 0.011 -0.015 -0.046 -0.419
C 5.749 3.273 1.892 0.096 0.044 -0.021 0.385
H -1.070 -3.507 1.773 0.114 -0.526 0.304 0.283
C -6.577 -5.653 -7.302 -0.019 0.011 -0.020 -0.619
H -4.191 -2.287 -2.390 -0.150 -0.061 0.131 0.561
C 1.390 -0.163 -6.297 -0.005 0.002 -0.001 -0.553
H -5.215 -6.149 -8.886 0.015 -0.007 -0.029 0.397
H 8.533 -0.037 2.275 0.021 0.054 -0.043 0.304
I -3.560 1.533 -1.384 -0.088 -0.069 -0.032 0.054
H -3.971 -2.513 -9.183 0.000 -0.007 -0.004 0.448
H 8.236 3.100 -0.361 0.012 -0.016 -0.021 0.374
C 2.363 3.070 8.666 0.064 0.057 0.021 -0.576
H 1.557 1.879 -6.931 0.015 0.023 -0.011 0.361
C -3.116 1.468 5.444 0.003 -0.011 -0.133 0.493
H -4.991 -0.480 -0.619 0.021 -0.197 0.129 0.909
C 4.418 2.981 7.471 -0.052 -0.005 0.028 0.609
H -1.813 1.980 1.702 -0.182 0.008 0.096 0.204
C 7.229 5.111 2.168 0.023 -0.029 -0.035 -0.393
H -7.414 -6.172 -7.749 -0.016 -0.014 -0.007 0.378
H -3.303 -4.938 -7.850 -0.004 -0.026 -0.003 0.535
H 4.111 0.667 5.118 0.249 0.218 0.300 -0.079
N -1.439 0.124 0.847 -0.196 0.245 -0.390 -0.163
F 4.645 2.596 2.274 0.094 0.058 -0.033 -0.075
C -3.953 4.059 5.096 0.019 0.016 0.025 -0.621
H 0.812 0.587 1.755 0.026 -0.099 -0.031 0.437
H 2.277 1.843 4.891 0.023 0.346 0.281 -0.370
H -1.702 0.682 2.874 0.030 -0.149 0.235 -0.302
H -2.091 -1.305 -1.040 0.085 -0.244 -0.002 0.136
H 1.356 2.714 8.829 -0.050 -0.018 -0.017 0.409
H 7.423 0.561 3.514 0.033 0.125 0.051 0.053
H 5.064 -0.874 3.094 0.146 -0.004 -0.122 0.417
H -5.382 -3.033 -0.593 -0.099 0.100 -0.101 0.244
C 4.786 -1.126 4.116 -0.251 -0.008 0.455 -0.483
H 2.518 2.502 3.272 0.006 0.119 0.149 0.434
H -1.840 -3.364 -12.779 -0.008 -0.015 0.005 0.427
C 7.636 3.473 0.458 -0.007 0.064 0.056 -0.436
C -1.269 1.062 1.944 0.075 0.169 -0.220 0.230
H -0.817 2.032 -7.660 -0.018 0.000 0.005 0.436
C -0.418 1.121 -7.237 -0.018 0.070 -0.033 -0.524
C 0.585 1.617 3.611 0.166 0.025 -0.180 -0.628
H 6.286 -0.004 5.185 0.033 0.101 -0.013 0.416
C -2.753 -2.827 4.127 -0.203 -0.139 0.157 -0.750
C -1.232 0.016 -7.093 0.034 0.002 -0.019 0.365
C -2.609 -0.757 0.946 0.161 0.046 0.127 -0.248
O -3.181 -2.308 2.875 0.171 0.223 -0.016 -0.594
H -1.828 -0.942 -13.350 0.021 0.004 -0.021 0.364
H 0.184 0.778 4.181 -0.129 -0.061 0.187 0.334
H -2.671 4.531 6.746 0.020 0.029 0.060 0.382
C -4.273 -4.974 -7.370 0.136 0.021 -0.076 -0.568
C 6.499 2.779 0.845 -0.020 -0.145 -0.042 -0.458
O 7.093 -1.844 4.647 -0.114 -0.444 -0.843 -0.385
H 0.460 2.278 1.549 0.114 0.096 0.011 0.218
H -4.281 5.080 4.957 -0.003 0.022 0.000 0.394
H -7.702 -4.986 -5.602 -0.020 -0.004 0.026 0.392
C -4.461 -4.331 -6.164 -0.072 -0.032 -0.048 0.563
C -2.893 -0.363 -11.581 -0.011 0.007 0.005 -0.639
C -5.675 -4.316 -5.509 0.027 0.014 0.086 -0.334
C -2.910 -3.036 -10.960 0.008 0.026 0.015 0.421
H -4.362 0.948 3.792 0.012 -0.027 0.006 0.416
C 3.682 -0.176 4.598 -0.292 -0.361 -0.605 -0.084
H -1.919 2.174 7.065 -0.012 0.001 -0.020 0.493
H 8.890 5.176 0.813 0.017 0.010 -0.007 0.386
C 2.095 1.673 3.838 -0.367 -0.319 -0.290 -0.223
H 3.492 0.588 2.618 -0.060 -0.080 -0.090 0.215
C -5.345 -5.643 -7.940 -0.061 0.030 0.055 -0.423
C -3.508 -2.148 -10.091 -0.068 0.003 0.146 -0.272
H -4.966 -2.230 0.943 -0.064 0.059 0.083 0.279
H 7.514 6.017 2.685 -0.003 0.027 0.012 0.371
C -2.624 2.441 6.289 0.088 -0.036 0.059 -0.530
C 7.575 -1.559 3.394 -0.239 -2.387 -2.397 0.671
H 0.122 2.532 3.986 -0.108 -0.005 0.088 0.418
I -6.398 -1.018 -3.050 -0.138 0.008 -0.123 0.063
H -2.438 -3.868 4.072 0.091 -0.056 -0.132 0.300
C -2.993 -1.326 -0.425 0.187 0.476 -0.023 -0.290
H 2.422 -0.234 -5.983 0.020 0.002 0.005 0.388
C 2.828 0.379 3.456 0.277 0.056 -0.180 -0.401
F -2.691 0.192 5.587 0.031 0.010 0.089 -0.311
H -3.601 -2.769 4.803 -0.083 -0.020 0.033 0.262
H 4.422 -2.153 4.133 0.035 -0.082 -0.296 0.229
H 5.470 4.778 3.380 -0.009 -0.018 0.012 0.437
O -3.348 -2.700 -0.290 0.060 -0.263 -0.122 -0.525
O 7.521 -2.390 2.454 0.290 2.782 3.445 -0.584
H -4.606 -3.934 0.711 0.027 -0.067 0.022 0.313
H -2.887 0.690 -11.828 0.004 0.021 -0.001 0.382
C -2.297 -1.279 -12.436 -0.029 0.018 0.032 -0.295
C 6.089 4.428 2.565 -0.046 0.031 0.062 -0.499
H 5.982 4.295 8.091 0.005 -0.004 -0.017 0.424
C 2.887 4.067 9.476 0.002 0.005 0.000 -0.623
H -0.603 -0.425 0.721 0.062 -0.222 0.095 0.310
C 8.003 4.638 1.117 0.002 -0.006 0.008 -0.594
```
Forces are in eV/Å.

- What is the frontier orbital gap in the second record?
  8.50 eV

- The highest frontier orbital gap belongs to which entry?
  C53H64BF6I2NO5

- Which value of frontier orbital gap does entry 2 give?
  8.50 eV

- Number 1 is which compound?
  C53H61AgN2O3SSb